# C35H40N8S5Ti

A structure of composition C35H40N8S5Ti at a distorted geometry (ωB97M-V with the def2-TZVPD basis set, OMol25).

Atoms and positions in Å:
H 2.740 -0.523 -1.164
H -4.522 3.802 -3.426
H -4.593 -3.098 -0.898
H -2.650 -6.839 -1.702
N 2.336 4.578 1.488
H -1.913 3.968 3.162
H -1.134 1.773 -6.013
H -3.216 1.270 5.573
N -1.610 1.015 -4.098
H 0.167 -3.435 2.873
C -4.673 2.721 -3.357
H 3.892 -1.674 -0.464
C -3.746 -5.012 -1.385
H 2.836 -0.727 0.598
C 1.945 -2.924 -1.771
C 4.557 7.296 2.706
C 1.524 1.125 2.472
S -2.621 -1.705 0.669
C 2.150 -4.111 -4.262
C 3.563 6.738 1.936
C 3.960 4.654 3.096
C -3.527 2.935 4.215
N -0.382 -3.696 0.837
H -2.869 3.300 -5.459
H 4.083 -4.802 -3.610
H 0.925 -4.728 -0.473
C 0.445 1.060 -0.034
C 3.268 5.387 2.136
N 3.419 3.380 3.031
H -3.415 3.703 4.977
H -4.612 -5.341 -1.945
C 2.897 -1.239 -0.360
H 3.901 -3.749 -1.401
H -5.592 2.459 -3.881
C -2.751 3.307 2.949
C 1.116 2.194 0.381
C -2.621 1.335 -3.248
S -1.748 -0.636 4.073
H 2.020 -2.791 1.601
C 1.019 -3.390 -3.922
C 5.261 6.533 3.663
C -1.547 -5.440 -0.525
H -0.801 -4.891 2.535
N 0.323 -0.018 0.763
S -2.122 1.740 2.294
C -1.535 -4.174 0.044
S -0.553 -1.809 -2.310
H 2.223 -4.566 -5.241
H 3.708 2.580 3.564
C 0.932 -4.336 0.541
H 6.043 7.007 4.241
C -3.742 -3.759 -0.799
H -0.019 0.996 -1.010
C 3.085 -3.646 -2.108
H -4.758 2.434 -2.313
C -0.672 -3.833 2.302
H -0.708 -6.113 -0.395
H 1.200 3.052 -0.273
N -3.553 2.015 -3.938
C -2.647 -5.857 -1.250
H 5.523 4.620 4.610
N -2.951 1.679 4.690
C -2.293 0.913 3.818
H -1.569 -3.276 2.547
H 0.657 -0.823 2.642
H 1.888 1.113 3.491
C 0.830 0.031 2.001
H -1.056 0.206 -3.850
H -3.971 2.026 -6.001
C -3.151 2.253 -5.320
C 0.900 -2.775 -2.672
C 1.689 2.224 1.641
S -2.665 0.908 -1.617
C -1.962 1.303 -5.489
Ti -0.384 -1.734 0.022
H 4.810 8.340 2.579
H 1.115 -5.161 1.229
H 3.023 7.314 1.196
N 1.853 -2.285 -0.442
C 4.979 5.202 3.877
C -2.634 -3.313 -0.078
C 2.041 -3.301 0.635
H 3.005 -3.807 0.546
H 0.200 -3.296 -4.625
H -2.243 0.393 -6.022
H -3.393 3.771 2.204
C 3.194 -4.242 -3.352
C 2.465 3.415 2.052
H -4.589 2.807 4.003

2S+1 ... 2
Highest occupied orbital energy (alpha / beta) ... -0.3562 / -0.3575 Eh
Total charge ... +1
Lowest unoccupied orbital energy (alpha / beta) ... -2.8 / -2.9 eV
HOMO-LUMO gap (alpha / beta) ... 6.9141 / 6.8256 eV
Electronic energy ... -126155.8458 eV

Löwdin atomic charge list, values in e, 6 entries: atom 1 (H): 0.108, atom 2 (H): 0.094, atom 3 (H): 0.113, atom 4 (H): 0.109, atom 5 (N): 0.188, atom 6 (H): 0.079



# C6H11O6

The ion C6H11O6 with charge +1 at a distorted geometry (ωB97M-V with the def2-TZVPD basis set, OMol25).

Atoms and positions in Å:
C -0.196 1.479 0.529
H -0.490 3.202 -0.381
H 0.380 -3.007 -0.465
C -1.105 0.351 1.008
C 2.011 -0.035 0.044
C -0.347 -1.304 -0.752
O 1.029 1.032 -0.246
O -1.998 0.170 -1.289
O -0.230 -0.323 1.949
H 0.072 1.977 1.363
H -1.897 0.869 1.630
C -1.522 -0.551 -0.153
H -2.169 -1.347 0.276
O 0.169 -2.253 0.107
H -0.801 -1.031 2.260
O 3.254 0.361 -0.451
O -0.893 2.289 -0.295
H 1.225 -0.038 -2.140
H -0.471 -1.549 -1.830
H 3.935 0.179 0.254
H -3.053 0.299 -1.198
C 0.971 -0.123 -1.086
H 2.126 -0.647 0.864

2S+1 ... 1
Highest occupied orbital energy ... -0.5192 Eh
Total charge ... +1
Lowest unoccupied orbital energy ... -2.6 eV
HOMO-LUMO gap ... 11.5123 eV
Electronic energy ... -18673.9667 eV

Löwdin atomic charge list, values in e, 6 entries: atom 1 (C): -0.240, atom 2 (H): 0.177, atom 3 (H): 0.135, atom 4 (C): -0.198, atom 5 (C): -0.142, atom 6 (C): -0.193



# C6H10N

The ion C6H10N with charge +1 at a distorted geometry (ωB97M-V with the def2-TZVPD basis set, OMol25).

Atoms and positions in Å:
H -0.064 -0.901 1.589
C 1.022 0.102 0.067
H -2.690 -1.377 0.968
C -1.148 1.103 -0.513
H 0.742 2.288 -0.441
C -0.120 -0.770 0.512
C -2.574 -0.489 0.386
H 0.299 1.001 -1.653
N -1.326 -0.066 0.082
H 2.978 0.066 0.814
H -3.445 0.009 -0.002
C 0.381 1.259 -0.568
H 2.958 -0.187 -0.782
H -1.890 1.684 -0.871
C 2.436 -0.424 0.134
H 0.022 -1.792 0.059
H 2.419 -1.505 0.217

2S+1 ... 1
Highest occupied orbital energy (alpha / beta) ... -0.4878 / -0.4343 Eh
Total charge ... +1
Lowest unoccupied orbital energy (alpha / beta) ... -4.4 / -5.5 eV
HOMO-LUMO gap (alpha / beta) ... 8.8869 / 6.3209 eV
Electronic energy ... -7863.3008 eV

Löwdin atomic charge list, values in e, 6 entries: atom 1 (H): 0.151, atom 2 (C): -0.180, atom 3 (H): 0.101, atom 4 (C): 0.086, atom 5 (H): 0.146, atom 6 (C): -0.074



# C5H6N

A cluster of 2 separate species, C5H6N in total at a distorted geometry (ωB97M-V with the def2-TZVPD basis set, OMol25).

Atoms and positions in Å:
C -0.351 -0.895 1.188
H -0.657 -1.728 -0.881
H 1.894 1.277 -1.402
C -0.130 0.397 -0.422
C 1.252 0.973 -0.551
H -1.607 1.458 -1.272
H 2.120 0.881 1.653
H -1.954 -0.883 -0.439
C -0.874 -0.966 -0.199
C 1.502 0.856 0.786
N 0.171 0.309 1.004
H -0.385 -1.636 1.926

2S+1 ... 1
Highest occupied orbital energy (alpha / beta) ... -0.5201 / -0.5200 Eh
Total charge ... +1
Lowest unoccupied orbital energy (alpha / beta) ... -6.0 / -6.0 eV
HOMO-LUMO gap (alpha / beta) ... 8.1581 / 8.1567 eV
Electronic energy ... -6756.7545 eV

Löwdin atomic charge list, values in e, 6 entries: atom 1 (C): 0.133, atom 2 (H): 0.116, atom 3 (H): 0.136, atom 4 (C): -0.162, atom 5 (C): 0.044, atom 6 (H): 0.283



Energy above the lowest of the compared OMol25 structures with the same formula, charge and spin
In order: 0.896 2.934 3.047 8.423
Unit: eV